1.
Here is a cluster of 11 separate species, C33H94N6O11 in total at a distorted geometry from the Open Molecules 2025 dataset. Energies are from ωB97M-V with the def2-TZVPD basis set.

For the calculated total energy, the calculation gives -67202.86955 eV. As for the net charge: -1. The calculation puts the relative energy (zero: lowest compared OMol25 entry of this formula, charge and spin) at 0.00 kJ/mol. As for the HOMO-LUMO gap (spin up / spin down): 1.524 / 7.822 eV. Its expectation value of S² is 0.75. The spin multiplicity is 2.

XYZ file:
```
144
Properties=species:S:1:pos:R:3:forces:R:3
C 4.129 -0.311 -2.780 1.11 -0.40 -0.01
C 3.279 -0.755 -3.973 0.52 0.32 1.46
C 3.263 -2.308 -4.067 -0.87 0.75 -0.71
O 2.022 -0.104 -3.697 -0.47 -0.92 0.04
H 3.678 -0.495 -1.805 -0.63 0.18 -0.19
H 4.462 0.726 -2.832 -0.32 0.02 0.06
H 5.033 -0.910 -2.668 0.28 -0.06 -0.51
H 3.622 -0.240 -4.870 0.44 -0.61 -0.29
H 2.969 -2.783 -3.131 0.31 0.17 0.19
H 4.197 -2.717 -4.452 0.24 0.26 0.40
H 2.533 -2.654 -4.799 -0.30 0.13 -0.16
H 1.343 -0.535 -4.221 -0.31 0.12 -0.15
C 2.055 0.693 1.256 -1.76 -0.05 -0.86
C 1.174 0.592 -0.065 0.62 0.66 1.08
C -0.242 1.169 0.117 0.25 -0.92 0.64
O 1.798 1.330 -1.091 0.45 0.81 -0.43
H 1.534 0.112 2.017 0.27 -0.40 0.14
H 2.022 1.707 1.654 0.20 0.24 -0.31
H 3.096 0.393 1.134 -0.16 -0.13 -0.10
H 1.198 -0.423 -0.461 -0.55 -0.50 0.57
H -0.799 1.212 -0.819 0.16 -0.02 -0.15
H -0.245 2.157 0.578 0.41 0.09 -0.19
H -0.823 0.550 0.801 -0.04 -0.18 0.04
H 1.834 0.774 -1.872 0.06 0.06 -0.53
C -3.116 2.001 1.288 -1.09 0.28 -0.15
C -3.532 1.342 2.574 0.59 -0.16 1.71
C -2.290 1.031 3.407 -0.15 -0.66 -0.20
O -4.393 2.139 3.369 -0.62 1.60 -0.19
H -3.046 1.175 0.580 0.48 0.38 -0.40
H -2.215 2.605 1.399 0.13 -0.44 -0.05
H -3.862 2.715 0.937 -0.36 -0.21 -0.08
H -4.120 0.429 2.481 0.44 -0.43 -0.91
H -1.801 0.159 2.973 0.09 -0.19 0.22
H -2.650 0.812 4.412 0.40 -0.27 0.17
H -1.537 1.818 3.457 -0.32 0.27 -0.05
H -4.601 1.674 4.183 0.14 -0.09 -0.04
O 3.779 3.005 3.529 0.28 -1.10 -0.20
H 2.972 3.468 3.302 -0.65 0.75 -0.58
H 4.470 3.657 3.413 0.54 0.82 -0.23
O 4.377 2.169 -0.597 0.99 -0.10 -0.11
H 3.501 1.783 -0.600 -0.65 -0.06 -0.17
H 4.240 3.073 -0.316 -0.07 0.40 0.24
C -5.305 -2.368 1.730 -0.92 -0.11 0.04
C -4.725 -1.852 0.421 1.14 -0.49 0.48
C -3.221 -2.282 0.281 -0.10 0.55 0.66
O -2.426 -1.909 1.425 -0.31 -0.12 -0.45
C -1.062 -2.390 1.418 -1.56 0.28 -0.22
N -5.520 -2.396 -0.694 0.51 -0.03 0.60
H -5.210 -3.447 1.856 0.48 -0.13 -0.07
H -6.386 -2.239 1.665 -0.13 0.26 0.05
H -4.976 -1.866 2.640 0.34 -0.02 -0.22
H -4.778 -0.764 0.460 -0.05 0.10 -0.34
H -2.811 -1.866 -0.639 0.13 0.36 -0.15
H -3.193 -3.362 0.138 -0.04 -0.43 0.24
H -1.089 -3.463 1.228 0.28 -0.19 -0.01
H -0.662 -2.188 2.411 0.10 0.04 -0.19
H -0.509 -1.877 0.631 0.30 -0.01 0.12
H -5.234 -2.042 -1.595 0.11 0.49 -0.07
H -5.253 -3.369 -0.738 -0.32 -0.55 -0.01
C -3.199 0.324 -2.687 -0.12 -0.30 -0.36
C -3.365 -0.465 -4.001 -0.04 -1.30 1.82
C -4.826 -0.704 -4.372 0.06 -0.17 0.49
O -5.564 -1.309 -3.316 0.72 0.35 -0.36
C -6.902 -1.559 -3.645 -0.35 0.28 0.08
N -2.683 0.207 -5.023 0.65 1.44 -1.86
H -3.312 1.378 -2.942 -0.30 0.20 0.31
H -2.211 0.217 -2.240 0.13 -0.16 -0.27
H -3.917 0.010 -1.929 -0.15 0.17 -0.09
H -2.809 -1.401 -3.934 -0.44 -0.54 0.48
H -4.926 -1.325 -5.262 0.26 -0.21 -0.27
H -5.197 0.284 -4.644 -0.61 0.27 0.16
H -7.452 -1.680 -2.712 0.01 0.05 -0.05
H -7.047 -2.457 -4.246 0.23 -0.22 -0.15
H -7.287 -0.712 -4.212 -0.33 0.11 0.02
H -2.981 -0.139 -5.923 0.25 -0.37 -0.34
H -2.972 1.174 -5.060 0.09 0.49 0.17
C -3.756 -4.405 -4.298 -0.02 -0.55 0.07
C -2.825 -5.438 -3.635 -0.04 0.73 -0.61
C -1.982 -4.771 -2.513 1.38 0.65 -0.93
O -0.991 -3.829 -3.052 -1.14 0.18 -0.91
C -0.290 -3.025 -2.094 -0.14 -2.72 0.85
N -3.594 -6.511 -3.055 -0.94 -1.06 1.22
H -4.464 -4.859 -4.991 0.15 -0.38 -0.15
H -3.183 -3.680 -4.876 -0.01 0.19 0.33
H -4.401 -3.955 -3.544 0.26 0.40 0.12
H -2.259 -5.958 -4.407 1.06 0.93 -0.17
H -1.433 -5.560 -1.998 0.09 -0.12 0.33
H -2.602 -4.228 -1.800 -0.33 -0.18 -0.04
H 0.544 -2.448 -2.495 -0.74 0.36 -0.52
H 0.208 -3.803 -1.516 0.54 0.12 0.73
H -0.945 -2.552 -1.361 -0.04 0.63 -0.54
H -2.999 -7.184 -2.593 0.54 0.32 0.71
H -3.949 -7.152 -3.750 -0.56 0.55 -0.67
C 0.853 1.166 5.044 1.07 -1.17 1.24
C 2.222 0.894 5.717 0.13 0.44 -0.51
C 3.155 0.009 4.920 0.66 -1.41 -0.46
O 2.692 -1.342 4.781 -0.98 -0.19 0.62
C 3.624 -2.283 4.307 -0.17 0.74 -0.24
N 2.854 2.196 5.904 -0.56 -0.07 0.61
H 0.301 1.726 5.799 -0.28 0.37 -0.54
H 0.363 0.203 4.898 -0.20 0.05 -0.28
H 1.032 1.674 4.096 -0.33 0.18 0.10
H 2.130 0.429 6.699 -0.47 -0.17 0.07
H 4.095 -0.087 5.463 0.37 0.41 0.17
H 3.392 0.385 3.925 -0.10 0.44 -0.11
H 3.874 -2.018 3.279 0.18 -0.28 -0.33
H 3.172 -3.274 4.360 -0.09 0.09 -0.10
H 4.557 -2.304 4.870 0.14 0.15 0.32
H 2.798 2.690 5.025 0.14 0.10 0.28
H 3.850 2.106 6.049 0.21 -0.09 0.13
C 6.732 0.236 2.382 0.00 -0.08 -0.63
C 6.798 1.610 3.008 -0.62 -0.06 0.74
C 7.971 1.773 3.995 -0.03 0.92 0.43
O 7.945 0.781 5.030 0.04 -0.63 -0.73
C 8.832 1.027 6.098 -0.76 0.57 0.09
N 6.692 2.647 1.972 1.13 -0.36 -0.27
H 5.783 0.231 1.845 -0.07 -0.32 -0.18
H 6.720 -0.572 3.113 0.05 0.17 0.14
H 7.522 0.047 1.656 0.16 0.06 -0.04
H 5.891 1.601 3.612 -0.11 0.35 0.53
H 7.915 2.737 4.501 -0.48 0.44 -0.01
H 8.946 1.850 3.514 0.24 -0.65 -0.41
H 8.369 1.734 6.787 0.00 0.50 0.07
H 9.775 1.457 5.763 0.25 -0.23 -0.03
H 8.959 0.138 6.717 0.20 -0.31 -0.51
H 6.021 2.400 1.259 -0.08 -0.51 -0.10
H 6.397 3.576 2.236 0.10 0.08 0.83
C -0.767 3.598 -3.914 -0.21 -0.41 -0.90
C -0.974 4.427 -2.647 -0.25 -0.58 -1.72
C -2.324 4.055 -2.013 0.19 0.20 0.78
O -3.543 4.157 -2.805 1.73 0.04 -0.77
C -4.636 4.532 -2.029 -0.23 -0.54 1.27
N 0.159 4.232 -1.703 -1.38 0.16 -0.33
H 0.263 3.597 -4.270 0.15 0.25 0.14
H -1.373 3.977 -4.737 -0.12 0.19 -0.07
H -1.043 2.545 -3.859 -0.03 -0.21 0.54
H -1.071 5.431 -3.060 0.43 0.51 0.72
H -2.411 4.679 -1.124 -0.23 0.05 0.16
H -2.182 3.029 -1.673 -0.42 -0.33 0.14
H -5.607 4.379 -2.501 0.33 0.21 -0.72
H -4.546 5.546 -1.640 -0.06 0.22 -0.12
H -4.688 3.861 -1.171 -0.03 -0.01 0.46
H 0.123 3.248 -1.477 -0.07 -0.38 0.60
H 1.007 4.222 -2.252 0.29 0.56 -0.17
```
Forces are in eV/Å.



2.
Here is a structure of composition C38H42As2KN7O5S at a distorted geometry from the Open Molecules 2025 dataset. Energies are from ωB97M-V with the def2-TZVPD basis set.

For the calculated total energy, the calculation gives -209592.91444 eV. As for the net charge: 0. The calculation puts the relative energy (zero: lowest compared OMol25 entry of this formula, charge and spin) at 0.00 kJ/mol. As for the HOMO-LUMO gap: 7.251 eV.

XYZ file:
```
96
Properties=species:S:1:pos:R:3:forces:R:3
K 0.314 -0.226 -0.182 -0.19 1.36 0.67
C -3.983 -0.720 -2.687 -0.02 -0.04 0.04
C -4.173 0.355 -3.536 -0.04 0.05 -0.08
C -3.294 1.423 -3.476 -0.08 -0.06 -0.06
C -2.243 1.376 -2.569 0.42 0.36 0.14
N -2.062 0.348 -1.739 -0.22 -0.16 -0.13
C -2.917 -0.673 -1.802 0.15 0.20 0.02
C -1.204 2.478 -2.514 -0.32 -0.45 0.13
C -1.418 3.714 -3.115 -0.02 0.11 0.02
C -0.400 4.652 -3.092 -0.01 0.06 -0.03
C 0.803 4.328 -2.488 -0.01 0.01 0.00
C 0.922 3.076 -1.905 -0.08 -0.15 0.12
N -0.061 2.177 -1.895 0.06 0.08 -0.26
H -4.640 -1.580 -2.705 0.00 0.01 0.00
H -4.991 0.363 -4.245 0.00 0.00 0.01
H -3.414 2.261 -4.148 0.00 -0.01 -0.01
H -2.740 -1.488 -1.109 0.06 0.01 -0.03
H -2.363 3.951 -3.581 0.01 0.01 0.00
H -0.546 5.623 -3.549 0.00 0.00 0.00
H 1.630 5.024 -2.464 0.00 0.00 0.00
H 1.845 2.756 -1.429 -0.01 -0.03 -0.01
O -1.237 -1.565 1.074 -0.63 -0.46 0.47
C -1.544 -2.739 0.990 0.20 -0.21 -0.41
C -1.252 -3.660 -0.113 -0.31 -0.11 0.50
C -1.850 -4.920 0.031 0.16 0.35 -0.01
C -1.679 -5.877 -0.927 -0.47 -0.86 -0.03
C -0.904 -5.634 -2.068 0.19 0.19 -0.16
C -0.296 -4.422 -2.230 -0.11 -0.11 0.04
C -0.423 -3.357 -1.265 0.01 0.10 0.09
O 0.166 -2.255 -1.421 -0.20 -1.03 -0.38
N -2.321 -7.195 -0.760 0.64 0.52 0.01
O -2.128 -8.030 -1.627 -0.14 -0.01 -0.03
O -2.969 -7.393 0.251 -0.15 -0.01 0.00
H -2.112 -3.209 1.817 -0.05 -0.04 -0.01
H -2.452 -5.135 0.905 0.00 -0.03 -0.02
H -0.795 -6.418 -2.805 -0.01 0.00 0.01
H 0.311 -4.227 -3.105 0.01 0.03 0.00
S 6.103 -0.155 5.901 0.02 0.00 0.10
N 5.381 1.078 5.146 -0.02 -0.21 -0.09
C 4.514 0.537 4.302 -0.24 0.71 -0.24
C 3.633 1.283 3.400 0.40 -0.13 0.40
C 3.660 2.672 3.306 0.10 0.16 0.10
C 2.806 3.293 2.426 -0.08 -0.03 -0.07
C 1.932 2.496 1.686 -0.10 -0.05 0.03
N 1.878 1.178 1.772 0.34 0.13 0.11
C 2.742 0.572 2.601 -0.33 -0.68 -0.27
C 2.731 -0.930 2.623 -0.29 0.64 -0.30
N 1.886 -1.548 1.786 0.28 -0.13 0.20
C 1.911 -2.871 1.749 -0.13 0.10 -0.04
C 2.745 -3.656 2.547 -0.05 0.02 -0.05
C 3.595 -3.022 3.420 0.04 -0.14 0.05
C 3.596 -1.630 3.458 0.43 0.16 0.42
C 4.492 -0.870 4.333 -0.23 -0.72 -0.17
N 5.342 -1.398 5.202 -0.01 0.22 -0.11
H 4.350 3.236 3.920 0.00 -0.03 0.00
H 2.791 4.367 2.305 0.03 0.00 0.03
H 1.225 2.961 1.004 0.00 -0.06 -0.02
H 1.230 -3.343 1.048 0.00 0.03 -0.01
H 2.708 -4.734 2.467 0.02 0.00 0.02
H 4.263 -3.576 4.067 0.00 0.03 0.00
C 2.985 -2.112 -3.280 0.03 -0.19 -0.05
As 2.122 -0.425 -3.051 0.39 0.41 1.17
C 3.059 0.783 -4.206 0.18 0.09 -0.14
C 0.429 -0.541 -3.948 -0.01 0.09 0.06
O 2.263 0.096 -1.464 0.66 -0.13 -1.80
H 2.884 -2.461 -4.307 0.03 -0.02 0.01
H 2.517 -2.815 -2.594 0.01 0.00 0.02
H 4.035 -1.977 -3.028 0.02 -0.07 0.01
H 3.126 0.365 -5.211 0.02 0.05 -0.02
H 4.056 0.947 -3.802 0.02 0.03 -0.03
H 2.519 1.728 -4.238 0.01 0.01 0.00
H 0.651 -0.977 -4.923 -0.11 -0.04 -0.01
H 0.044 0.468 -4.080 -0.08 -0.05 0.01
H -0.250 -1.164 -3.375 -0.05 0.01 -0.03
C -0.691 0.736 3.982 0.01 -0.06 0.15
C -2.015 1.023 3.285 0.01 0.07 -0.07
As -1.718 1.874 1.541 0.03 -0.22 -0.14
C -1.346 3.688 2.179 -0.02 0.08 0.12
C -1.322 4.674 1.017 0.04 0.18 -0.04
C -3.597 2.225 1.073 -0.03 0.04 0.07
C -4.469 0.976 1.092 -0.15 -0.01 0.01
H -0.851 0.291 4.967 0.00 0.01 0.00
H -0.092 1.640 4.127 -0.04 0.03 -0.01
H -0.090 0.039 3.395 -0.04 -0.01 -0.05
H -2.673 1.665 3.877 0.04 -0.02 0.08
H -2.542 0.089 3.089 0.02 -0.03 0.01
H -0.390 3.680 2.706 0.03 0.00 -0.03
H -2.111 3.945 2.917 0.00 0.12 -0.03
H -0.675 4.334 0.203 0.02 -0.06 0.05
H -0.961 5.659 1.324 -0.03 0.00 0.03
H -2.315 4.814 0.587 -0.02 -0.03 0.03
H -3.596 2.685 0.083 -0.04 -0.03 -0.04
H -3.974 2.973 1.776 -0.07 -0.02 -0.01
H -4.083 0.193 0.442 0.09 0.01 -0.04
H -5.486 1.202 0.763 0.01 0.00 0.00
H -4.540 0.553 2.095 0.00 0.04 0.01
```
Forces are in eV/Å.



3.
Here is a cluster of 2 separate species, C2H9N5O in total at a distorted geometry from the Open Molecules 2025 dataset. Energies are from ωB97M-V with the def2-TZVPD basis set.

For the calculated total energy, the calculation gives -11718.98073 eV. As for the net charge: 0. The calculation puts the relative energy (zero: lowest compared OMol25 entry of this formula, charge and spin) at 51.02 kJ/mol. As for the HOMO-LUMO gap: 9.808 eV.

XYZ file:
```
17
Properties=species:S:1:pos:R:3:forces:R:3
N 2.096 0.298 1.505 0.07 0.32 -0.36
C 2.000 0.611 0.141 0.21 -1.48 -0.29
N 1.121 1.654 -0.081 0.06 1.85 -0.11
O 2.575 -0.050 -0.719 -0.62 1.44 0.82
H 1.213 0.148 1.971 -0.06 0.21 -0.01
H 2.693 -0.497 1.601 0.26 -0.46 0.15
H 1.072 2.379 0.694 0.17 -1.34 -1.63
H 1.116 2.029 -1.057 0.12 -0.48 1.42
N -1.673 0.383 -0.024 -1.76 0.30 -1.31
C -1.627 -0.892 -0.613 -1.04 0.15 -0.43
N -0.714 -1.708 0.083 -0.43 -0.26 -2.07
N -2.347 -1.291 -1.630 0.80 1.59 1.24
H -2.296 1.005 -0.591 0.88 -0.70 0.94
H -0.762 0.785 0.062 0.63 0.29 0.15
H -0.887 -1.810 1.053 -0.31 0.20 0.86
H -0.736 -2.606 -0.378 0.28 -0.25 0.13
H -2.845 -0.438 -2.018 0.73 -1.39 0.49
```
Forces are in eV/Å.